The following is a DFT calculation (ωB97M-V/def2-TZVPD) of C3H5NO2S in the gas phase.

Last column: Mulliken charge in e.
Element x y z (Å)
C1 0.2136 1.7633 0.0557  -1.0698
C2 -0.1001 0.2890 0.0242  0.5856
N1 0.7612 -0.6083 0.1172  -0.3218
S1 2.3559 -0.2323 -0.0738  -0.1446
C3 -1.5137 -0.3124 -0.0440  0.5400
O1 -1.8178 -1.4986 0.0545  -0.5629
O2 -2.5444 0.5985 -0.0595  -0.4799
H1 -0.7500 2.3411 -0.2372  0.2672
H2 1.2111 1.9511 -0.5496  0.3287
H3 0.5311 1.9279 1.1515  0.3214
H4 2.6862 -1.5128 0.0895  0.1742
H5 -3.4017 0.0297 -0.2697  0.3619

LUMO	0.2	eV
multiplicity	1
SMILES	C/C(=N\S)C(=O)O
HOMO	-9.32	eV
gap between HOMO and LUMO	0.3501	Ha

The following is a DFT calculation (ωB97M-V/def2-TZVPD) of a 8-piece molecular cluster, C42H116N18O12P6 overall.

Last column: Mulliken charge in e.
Element x y z (Å)
C1 13.2410 16.7531 9.7508  -1.4269
N1 12.1738 16.6004 10.7509  0.5070
C2 11.0255 17.3317 10.3368  -1.3097
P1 12.0198 15.4729 11.9519  0.2958
O1 13.2894 14.6318 11.8953  -1.0952
N2 11.7203 16.3161 13.3225  0.3553
C3 11.3518 15.6970 14.6108  -1.4026
C4 12.1397 17.7163 13.5647  -0.8442
N3 10.7378 14.5233 11.8498  0.8653
C5 10.7893 13.1502 11.2497  -0.9154
C6 9.3840 14.9655 11.9920  -1.2711
H1 12.8208 16.8068 8.7463  0.5507
H2 14.0085 15.9773 9.8567  0.2979
H3 13.6900 17.7449 9.8735  0.4894
H4 10.4431 17.7661 11.1325  0.3740
H5 10.2500 16.8119 9.7657  0.2755
H6 11.3424 18.1978 9.7405  0.4521
H7 10.8554 16.4227 15.2460  0.5556
H8 10.6523 14.8739 14.4659  0.1613
H9 12.2661 15.2995 15.0431  0.6482
H10 11.5146 18.4601 13.0920  0.3566
H11 12.1520 17.9958 14.6467  0.2026
H12 13.1458 17.9111 13.1824  0.2271
H13 11.7832 12.9352 10.8056  0.2320
H14 10.5691 12.4441 12.0408  -0.1423
H15 10.1120 12.9916 10.4349  0.5280
H16 8.9614 15.0650 10.9878  0.3207
H17 9.4058 15.9577 12.4417  0.3973
H18 8.7960 14.2134 12.5362  0.3183
C7 21.2674 21.7389 14.1331  -1.1317
N4 20.9771 21.6305 15.5637  0.4129
C8 21.7874 22.4622 16.5037  -1.1182
P2 19.8260 20.6135 16.2520  0.3762
O2 19.4237 20.9236 17.6354  -0.9765
N5 18.5794 20.6061 15.1575  0.6564
C9 17.9968 21.8612 14.6140  -1.0284
C10 17.5509 19.5659 15.1702  -1.1412
N6 20.3927 19.0616 16.2343  0.6162
C11 21.1636 18.6846 15.0627  -1.1964
C12 20.7731 18.4133 17.4936  -1.0523
H19 20.4516 21.2135 13.5914  0.3546
H20 22.2079 21.2430 13.7478  0.2600
H21 21.1950 22.7884 13.8056  0.3277
H22 21.4245 22.3635 17.5317  0.3065
H23 21.7099 23.5271 16.2676  0.3224
H24 22.8240 22.0835 16.4131  0.3098
H25 18.7914 22.6339 14.4347  0.3189
H26 17.6019 21.6080 13.6047  0.3263
H27 17.2282 22.3382 15.2585  0.2711
H28 16.5828 19.9028 15.5694  0.3408
H29 17.4556 19.2758 14.1418  0.5182
H30 17.8377 18.7394 15.7933  -0.0358
H31 21.6615 17.7155 15.2767  0.3518
H32 20.3986 18.5337 14.2555  0.2490
H33 21.9405 19.3596 14.6729  0.2858
H34 21.8449 18.6123 17.7282  0.3629
H35 20.6487 17.3224 17.4005  0.0991
H36 20.1677 18.8266 18.2893  0.5178
C13 12.8396 17.3995 18.1737  -0.8169
N7 14.1036 16.5998 18.3458  0.3629
C14 15.3110 17.0277 17.5970  -0.4880
P3 14.0762 15.1081 19.1429  0.1078
O3 12.9901 15.1638 20.1548  -0.8628
N8 13.8722 13.8384 18.0352  0.8573
C15 14.2417 13.9692 16.6480  1.3603
C16 13.7627 12.4907 18.5618  -0.7749
N9 15.5870 14.8308 19.7542  0.3066
C17 16.0883 15.7138 20.7738  -0.9251
C18 16.7128 14.0918 19.1363  -0.2580
H37 12.7096 17.5768 17.1055  0.0407
H38 12.9041 18.3247 18.7482  0.3337
H39 12.0060 16.7957 18.5862  0.3227
H40 15.4045 18.0722 17.7407  0.7399
H41 15.2142 16.7703 16.5180  -0.2216
H42 16.1489 16.3744 17.7961  -0.1100
H43 14.3004 15.0419 16.4103  -1.0386
H44 15.1567 13.4093 16.3545  0.0586
H45 13.4333 13.5122 16.0470  -0.7953
H46 13.2837 12.4825 19.5188  0.4169
H47 13.0723 11.9106 17.9290  -0.0720
H48 14.7259 11.9502 18.5112  0.2497
H49 16.1449 15.2012 21.7468  0.3054
H50 17.0731 16.0575 20.4535  0.3036
H51 15.4200 16.6082 20.8796  0.3737
H52 17.5625 14.7950 19.2142  0.1513
H53 16.4987 13.8423 18.0745  -0.4371
H54 16.9664 13.1832 19.6985  0.4453
C19 10.8969 12.3492 15.7529  -0.6444
N10 10.9764 10.9071 15.8203  0.6566
C20 10.0552 10.3097 16.8196  -1.1395
P4 11.6534 9.8748 14.5729  0.0320
O4 11.7186 8.5206 15.1528  -0.8941
N11 10.8158 9.9580 13.1656  0.5732
C21 9.3837 10.3329 13.0777  -1.0580
C22 11.1323 9.0036 12.0828  -1.2067
N12 13.1298 10.5167 14.3246  0.5308
C23 13.4888 11.4554 13.2918  0.4827
C24 14.2743 10.0527 15.0721  -1.0082
H55 11.3363 12.7458 14.7922  -0.4807
H56 11.3714 12.9585 16.5709  0.3530
H57 9.8303 12.6786 15.6909  0.5112
H58 9.7046 9.3209 16.4953  0.3154
H59 9.1946 10.9682 16.8876  0.4229
H60 10.5392 10.2316 17.7914  0.2749
H61 9.0820 11.0126 13.8868  0.2416
H62 9.1181 10.7658 12.0815  0.3788
H63 8.7545 9.4615 13.2250  0.3005
H64 10.7380 9.3726 11.1570  0.4075
H65 12.1993 8.9109 11.9413  0.3351
H66 10.6960 8.0524 12.2854  0.3397
H67 12.5615 11.7210 12.7829  -0.6566
H68 14.0206 12.3569 13.7073  -0.2836
H69 14.1487 11.0887 12.4958  0.4098
H70 15.0100 10.8588 14.9649  0.3572
H71 14.6455 9.1061 14.7328  0.2407
H72 13.9823 9.9387 16.1398  0.2545
C25 19.5174 14.5813 21.6336  -1.2186
N13 20.2915 14.5283 20.3692  0.6872
C26 21.2769 15.5898 20.2733  -0.8244
P5 20.4650 13.1242 19.5263  0.1168
O5 19.2895 12.2370 19.6184  -0.9761
N14 20.7679 13.6530 18.0219  0.7110
C27 19.7236 13.7066 17.0196  -0.9990
C28 22.0936 14.0047 17.5452  -1.2720
N15 21.9620 12.4492 19.9680  0.5023
C29 22.5606 11.3956 19.1469  -1.1271
C30 22.5365 12.3486 21.3011  -1.1064
H73 19.0831 15.6168 21.7799  0.4756
H74 20.0934 14.2252 22.4859  0.3182
H75 18.6862 13.8982 21.6522  0.3032
H76 21.1787 16.1731 19.3425  -0.0700
H77 22.2986 15.1705 20.2882  0.3240
H78 21.1869 16.2033 21.1931  0.5054
H79 20.1168 13.4244 16.0152  0.1001
H80 18.8809 13.0620 17.2393  0.3637
H81 19.4078 14.7681 16.8602  0.2520
H82 22.8185 14.0256 18.3158  0.5143
H83 22.4507 13.3104 16.7977  0.2935
H84 21.9274 14.9207 16.9805  0.2703
H85 22.1048 11.4174 18.1594  0.3152
H86 23.6635 11.5211 19.1157  0.3448
H87 22.3717 10.3540 19.4937  0.3339
H88 22.2460 13.1733 21.9095  0.3072
H89 23.6385 12.4120 21.2758  0.3499
H90 22.2248 11.4531 21.8520  0.3185
C31 21.5861 11.9887 9.5136  -0.9798
N16 21.9395 13.1149 10.3134  0.3614
C32 23.1768 13.1724 11.0442  -1.2145
P6 20.6268 14.1389 10.6632  -0.1120
O6 19.6574 14.1282 9.5633  -0.9574
N17 19.9050 13.6063 12.0141  0.7304
C33 20.7457 13.6620 13.2493  -0.1134
C34 18.5776 13.0713 12.1485  -0.6552
N18 21.3276 15.6951 10.9489  0.8936
C35 20.8360 16.6870 11.9145  -1.0014
C36 22.3271 16.2215 10.0287  -1.2139
H91 22.5563 11.5071 9.2611  0.3982
H92 21.1792 12.1666 8.5126  0.2564
H93 21.0529 11.1492 10.0016  0.2671
H94 23.9494 12.9164 10.3414  0.4377
H95 23.2120 12.5554 11.8656  0.3100
H96 23.3653 14.1988 11.3380  0.4299
H97 20.1371 14.1152 14.0441  -0.6234
H98 21.0843 12.6691 13.6310  0.3650
H99 21.6532 14.2729 13.0309  0.1852
H100 18.0813 13.1009 11.1607  0.2024
H101 18.6659 12.0571 12.4898  0.4295
H102 18.0269 13.5501 12.9214  -0.1687
H103 21.7556 17.1416 12.2784  0.6074
H104 20.2650 17.4463 11.3721  0.3679
H105 20.2484 16.3178 12.7320  -0.2459
H106 22.9292 15.4282 9.5940  0.4385
H107 23.0211 16.8834 10.6424  0.3220
H108 21.8863 16.8098 9.2463  0.2411
O7 15.7416 18.4013 8.3734  -0.4619
C37 16.3800 17.4893 8.5711  0.5073
O8 16.5453 16.3568 7.8288  -0.4254
C38 17.5251 15.4658 8.4346  -0.2137
C39 18.0848 16.2424 9.6421  1.1717
O9 17.2072 17.3534 9.6830  -0.4745
H109 16.9535 14.5983 8.6782  0.2452
H110 18.1901 15.2084 7.6296  0.2517
H111 19.0924 16.6003 9.4883  -0.0271
H112 18.0180 15.7711 10.6246  -0.5459
O10 18.5590 16.4434 14.5355  -0.1006
C40 17.5001 16.1440 14.1081  0.1146
O11 16.5932 15.3083 14.5708  0.1627
C41 15.2662 15.3294 13.8310  0.9476
C42 15.8970 15.9490 12.5587  0.0400
O12 17.0890 16.6537 12.9640  -0.4724
H113 14.9297 14.2993 13.6748  -0.1394
H114 14.5880 16.0090 14.3694  -0.4097
H115 15.2409 16.6995 12.1299  -0.0644
H116 16.0165 15.1724 11.7941  -0.0668

LUMO	0.4	eV
multiplicity	1
SMILES	CN(C)P(=O)(N(C)C)N(C)C.CN(C)P(=O)(N(C)C)N(C)C.CN(C)P(=O)(N(C)C)N(C)C.CN(C)P(=O)(N(C)C)N(C)C.CN(C)P(=O)(N(C)C)N(C)C.CN(C)P(=O)(N(C)C)N(C)C.O=C1OCCO1.O=C1OCCO1
HOMO	-8.48	eV
gap between HOMO and LUMO	0.3248	Ha

Results for total energy: -720.69634, -5606.74207 (in hartree, following the order of the records).
Results for relative energy (zero: lowest compared OMol25 entry of this formula, charge and spin): 131.7, 0.0 (in kJ/mol, following the order of the records).